This record from OMol25 describes a structure of composition C24H25N2O3Ru. The level of theory is the ωB97M-V functional and the def2-TZVPD basis.

Cartesian coordinates (Å):
Ru  -0.27  -0.55  -0.49
C  -1.27  -1.85  1.23
C  0.11  -1.82  1.48
C  0.75  -2.32  0.31
C  -0.28  -2.83  -0.58
C  -1.52  -2.43  -0.07
C  -2.88  -2.67  -0.64
C  -0.02  -3.67  -1.78
C  2.22  -2.50  0.13
C  0.81  -1.26  2.67
C  -2.38  -1.41  2.12
H  -3.43  -3.39  -0.03
H  -2.83  -3.06  -1.65
H  -3.46  -1.75  -0.66
H  0.36  -4.65  -1.45
H  0.72  -3.22  -2.43
H  -0.93  -3.85  -2.36
H  2.68  -1.62  -0.31
H  2.44  -3.34  -0.53
H  2.71  -2.70  1.09
H  1.29  -2.05  3.26
H  0.12  -0.73  3.32
H  1.58  -0.55  2.37
H  -3.05  -2.25  2.33
H  -2.97  -0.62  1.65
H  -2.01  -1.03  3.07
O  -0.04  4.81  0.90
C  -0.77  4.28  1.90
C  -1.25  5.16  2.87
C  -2.00  4.68  3.93
C  -2.28  3.32  4.05
C  -1.81  2.46  3.09
C  -1.05  2.91  2.00
C  -0.59  1.92  1.00
O  -0.95  0.70  1.12
N  0.20  2.35  0.04
N  0.55  1.30  -0.81
C  1.45  1.64  -1.68
C  1.91  0.83  -2.76
C  2.89  1.36  -3.62
C  3.32  0.67  -4.72
C  2.75  -0.58  -5.00
C  1.78  -1.11  -4.19
C  1.34  -0.43  -3.03
O  0.43  -1.02  -2.29
H  0.25  4.07  0.32
H  -1.02  6.21  2.76
H  -2.36  5.38  4.68
H  -2.86  2.95  4.89
H  -2.02  1.40  3.15
H  1.85  2.65  -1.60
H  3.30  2.33  -3.39
H  4.08  1.08  -5.38
H  3.06  -1.13  -5.88
H  1.33  -2.07  -4.42

The value obtained for the HOMO energy (spin up / spin down) is -6.98 / -7.78 eV. The spin multiplicity is 2. Its molar mass is 490.5 u.

Results of the Mulliken charge analysis, in e, for atoms 1 through 5: 0.70 0.12 1.89 1.12 0.35

---

This record from OMol25 describes a cluster of 3 separate species, C6H14O2 in total. The level of theory is the ωB97M-V functional and the def2-TZVPD basis.

Cartesian coordinates (Å):
C  1.10  1.53  0.68
C  0.01  2.26  0.88
C  0.27  -0.10  -0.97
C  1.16  0.24  -0.02
C  2.25  -0.72  0.38
C  0.25  -1.42  -1.67
H  1.99  1.98  1.10
H  -0.98  2.00  0.54
H  0.06  3.20  1.39
H  -0.46  0.65  -1.24
H  1.86  -1.67  0.74
H  2.93  -0.26  1.10
H  2.88  -0.96  -0.49
H  -0.62  -1.50  -2.32
H  0.38  -2.25  -0.98
H  1.08  -1.48  -2.38
H  -1.62  -0.79  2.19
H  -0.89  -0.85  0.83
O  -1.68  -1.08  1.28
H  -4.05  0.53  -0.64
H  -2.79  -0.01  0.08
O  -3.11  0.71  -0.48

The value obtained for the HOMO energy is -8.65 eV. Its SMILES is C=C/C(C)=C/C.O.O. Its molar mass is 118.2 u.

Results of the Mulliken charge analysis, in e, for atoms 1 through 5: -0.32 -0.93 -0.58 1.25 -1.35

---

We obtain electronic energy values of -36998.328; -10543.105 eV for the records listed above, in that order.
We obtain max |F| values of 1.1; 1.8 eV/A for the records listed above, in that order.